1.
{
  "formula": "C3H5N3",
  "method": "ωB97M-V/def2-TZVPD",
  "multiplicity": 1,
  "de_lowest_kcal_mol": 25.7,
  "homo_lumo_gap_ha": 0.4020,
  "smiles": "Cc1cn[nH]n1",
  "e_tot_ev": -7661.3427,
  "homo_ha": -0.3588,
  "elements": ["C", "C", "N", "N", "N", "C", "H", "H", "H", "H", "H"],
  "positions_angstrom": [[1.55, 0.75, 0.11], [0.19, 0.09, 0.00], [-0.55, -0.02, 1.10], [-1.61, -0.70, 0.71], [-1.66, -1.05, -0.55], [-0.54, -0.54, -1.05], [2.37, 0.05, -0.05], [1.67, 1.58, -0.59], [1.67, 1.15, 1.13], [-2.41, -0.87, 1.30], [-0.66, -0.45, -2.12]],
  "mulliken_charge": [-0.97, 0.58, -0.57, 0.32, -0.53, -0.26, 0.25, 0.27, 0.31, 0.25, 0.35]
}



2.
{
  "formula": "C23H31F6O3Tc",
  "method": "ωB97M-V/def2-TZVPD",
  "multiplicity": 4,
  "de_lowest_kcal_mol": 0.0,
  "total_charge": 1,
  "homo_lumo_gap_ha": [0.2694, 0.2373],
  "e_tot_ev": -48989.4901,
  "homo_ha": [-0.4235, -0.4374],
  "elements": ["O", "C", "C", "H", "H", "C", "H", "H", "C", "H", "H", "H", "C", "H", "H", "H", "Tc", "C", "C", "C", "H", "C", "C", "H", "H", "H", "H", "C", "C", "C", "H", "C", "C", "H", "H", "H", "H", "O", "C", "C", "H", "H", "C", "H", "H", "C", "H", "H", "H", "H", "C", "C", "O", "C", "F", "F", "F", "C", "F", "F", "F", "H", "H", "H"],
  "positions_angstrom": [[3.25, -1.71, -1.76], [3.83, -2.75, -0.92], [5.02, -3.06, -1.80], [3.08, -3.55, -0.89], [4.11, -2.40, 0.09], [4.40, -1.90, -2.63], [4.91, -4.04, -2.27], [6.01, -2.89, -1.34], [4.02, -2.44, -3.99], [3.34, -3.30, -3.85], [4.93, -2.78, -4.50], [3.53, -1.69, -4.62], [5.26, -0.66, -2.66], [5.46, -0.33, -1.63], [4.75, 0.14, -3.21], [6.22, -0.86, -3.15], [-1.75, 1.84, 0.05], [-1.60, 3.52, 1.30], [-1.60, 2.88, 2.59], [-0.38, 2.21, 2.78], [-2.37, 3.02, 3.33], [0.39, 2.31, 1.60], [-0.29, 3.19, 0.69], [0.20, 3.71, -0.13], [-2.25, 4.34, 0.99], [-0.04, 1.74, 3.71], [1.38, 1.90, 1.45], [-3.37, 2.64, -1.11], [-2.13, 3.28, -1.46], [-1.24, 2.28, -2.00], [-1.94, 4.34, -1.42], [-1.94, 1.03, -2.01], [-3.24, 1.24, -1.44], [-4.01, 0.49, -1.31], [-4.26, 3.14, -0.74], [-0.22, 2.46, -2.34], [-1.53, 0.08, -2.32], [0.10, -1.55, -0.47], [1.03, -0.43, -0.57], [2.00, -0.46, 0.63], [0.43, 0.52, -0.61], [1.57, -0.55, -1.51], [1.78, -1.88, 1.14], [1.60, 0.25, 1.34], [3.05, -0.21, 0.41], [0.28, -2.05, 0.92], [2.30, -2.11, 2.07], [2.18, -2.56, 0.38], [-0.27, -1.40, 1.63], [-0.12, -3.08, 1.03], [-4.19, -1.28, 1.25], [-3.68, -0.01, 1.92], [-2.56, 0.45, 1.22], [-4.83, 1.07, 2.02], [-5.81, 0.73, 2.91], [-4.34, 2.29, 2.37], [-5.42, 1.20, 0.79], [-3.18, -0.33, 3.37], [-4.07, -1.03, 4.13], [-2.04, -1.09, 3.28], [-2.84, 0.80, 4.06], [-4.50, -1.02, 0.23], [-5.04, -1.72, 1.80], [-3.34, -1.98, 1.19]],
  "mulliken_charge": [-0.25, -0.66, -0.77, 0.30, 0.35, 1.35, 0.31, 0.32, -1.66, 0.37, 0.40, 0.35, -1.65, 0.37, 0.34, 0.39, 0.30, -0.35, -0.52, -0.98, 0.63, -0.51, -0.61, 0.71, 0.67, 0.48, 1.05, 0.19, -1.00, -0.34, 0.59, -0.18, -0.88, 0.59, 0.50, 0.49, 0.49, -0.55, 1.06, -0.57, -0.76, 0.43, 0.05, 0.16, 0.17, -0.19, 0.39, -0.34, -0.22, 0.53, -1.61, 0.91, 0.01, 0.28, -0.26, -0.20, -0.28, 0.43, -0.26, -0.19, -0.23, 0.29, 0.38, 0.38]
}



3.
{
  "formula": "C38H54BrF6KN6O7S6SbSi3",
  "method": "ωB97M-V/def2-TZVPD",
  "multiplicity": 1,
  "de_lowest_kcal_mol": 1.2,
  "total_charge": -1,
  "homo_lumo_gap_ha": 0.2782,
  "e_tot_ev": -261418.2242,
  "homo_ha": -0.2260,
  "elements": ["K", "C", "C", "S", "C", "C", "S", "C", "C", "S", "H", "H", "H", "H", "H", "H", "H", "H", "H", "H", "H", "H", "F", "C", "F", "F", "S", "O", "O", "N", "S", "O", "O", "C", "F", "F", "F", "Br", "C", "C", "C", "C", "C", "C", "N", "C", "C", "C", "C", "C", "C", "N", "H", "H", "H", "H", "H", "H", "H", "H", "H", "C", "Si", "C", "C", "Sb", "Si", "C", "C", "C", "Si", "C", "C", "C", "H", "H", "H", "H", "H", "H", "H", "H", "H", "H", "H", "H", "H", "H", "H", "H", "H", "H", "H", "H", "H", "H", "H", "H", "H", "H", "H", "O", "S", "O", "O", "C", "N", "C", "C", "C", "N", "C", "C", "C", "N", "C", "C", "H", "H", "H", "H", "H", "H"],
  "positions_angstrom": [[-0.47, 0.40, 1.21], [-2.51, -3.34, 2.70], [-3.14, -3.56, 1.32], [-2.37, -2.60, -0.01], [-3.83, -1.85, -0.78], [-4.70, -0.96, 0.11], [-3.78, 0.39, 0.88], [-4.26, 0.27, 2.62], [-4.04, -1.07, 3.32], [-2.32, -1.64, 3.26], [-1.48, -3.73, 2.71], [-3.07, -3.92, 3.44], [-4.20, -3.31, 1.35], [-3.08, -4.63, 1.08], [-4.45, -2.63, -1.23], [-3.41, -1.25, -1.59], [-5.19, -1.55, 0.89], [-5.49, -0.54, -0.51], [-5.31, 0.56, 2.73], [-3.66, 1.04, 3.10], [-4.68, -1.84, 2.90], [-4.34, -0.95, 4.37], [-4.23, 3.68, 2.07], [-3.31, 4.63, 1.87], [-3.44, 5.09, 0.62], [-3.54, 5.63, 2.71], [-1.61, 3.95, 2.07], [-1.56, 2.84, 1.14], [-0.73, 5.05, 1.81], [-1.72, 3.54, 3.57], [-0.89, 2.43, 4.31], [0.39, 2.85, 4.79], [-0.99, 1.13, 3.69], [-1.95, 2.30, 5.81], [-3.19, 1.91, 5.49], [-2.02, 3.45, 6.47], [-1.42, 1.38, 6.62], [3.76, 5.36, 4.71], [3.34, 3.95, 3.53], [2.39, 4.15, 2.54], [2.06, 3.10, 1.70], [2.69, 1.86, 1.83], [3.63, 1.67, 2.84], [3.95, 2.72, 3.69], [2.29, 0.83, 0.95], [3.15, 0.01, 0.51], [2.78, -1.11, -0.38], [3.74, -2.05, -0.71], [3.37, -3.16, -1.47], [2.06, -3.24, -1.89], [1.17, -2.22, -1.53], [1.50, -1.18, -0.79], [1.88, 5.10, 2.44], [1.31, 3.24, 0.93], [4.09, 0.70, 2.98], [4.67, 2.57, 4.49], [4.22, 0.09, 0.76], [4.76, -1.96, -0.35], [4.10, -3.94, -1.68], [1.71, -4.08, -2.48], [0.13, -2.26, -1.85], [-2.88, 3.45, -4.65], [-2.54, 3.06, -2.85], [-1.50, 4.42, -2.10], [-4.19, 2.96, -1.96], [-1.32, 0.83, -2.48], [-2.29, -0.45, -4.47], [-4.17, -0.38, -4.39], [-1.76, 0.16, -6.16], [-1.74, -2.23, -4.28], [0.91, 1.53, -3.54], [1.89, 2.32, -2.16], [0.75, 2.75, -4.96], [1.82, 0.02, -4.20], [-3.37, 4.43, -4.72], [-3.54, 2.72, -5.12], [-1.96, 3.50, -5.24], [-2.06, 5.36, -2.11], [-0.57, 4.58, -2.65], [-1.25, 4.20, -1.06], [-4.72, 3.91, -2.05], [-4.05, 2.73, -0.90], [-4.82, 2.17, -2.39], [-4.54, 0.64, -4.34], [-4.56, -0.92, -3.52], [-4.60, -0.85, -5.28], [-2.07, 1.19, -6.34], [-2.22, -0.47, -6.93], [-0.68, 0.10, -6.29], [-2.04, -2.65, -3.32], [-0.65, -2.30, -4.34], [-2.15, -2.86, -5.08], [1.41, 3.23, -1.81], [2.91, 2.57, -2.49], [1.97, 1.63, -1.32], [0.30, 3.70, -4.64], [0.15, 2.35, -5.78], [1.75, 2.97, -5.35], [2.04, -0.69, -3.40], [2.77, 0.34, -4.64], [1.25, -0.50, -4.97], [5.48, -5.26, -1.24], [6.69, -5.26, -0.44], [7.35, -6.54, -0.32], [7.56, -4.12, -0.69], [6.11, -4.89, 1.25], [6.99, -5.05, 2.24], [6.60, -4.67, 3.45], [5.35, -4.11, 3.69], [4.52, -3.97, 2.59], [4.89, -4.38, 1.38], [3.20, -3.30, 2.65], [2.18, -3.72, 1.80], [1.00, -2.99, 1.76], [0.80, -1.89, 2.48], [1.75, -1.53, 3.33], [2.95, -2.20, 3.46], [7.31, -4.81, 4.26], [5.05, -3.80, 4.68], [2.33, -4.57, 1.15], [0.21, -3.28, 1.08], [1.54, -0.64, 3.93], [3.71, -1.83, 4.14]],
  "mulliken_charge": [0.37, -0.80, -1.34, 0.32, 0.49, -1.57, 0.49, -0.46, -1.29, 0.29, 0.21, 0.54, 0.40, 0.64, 0.72, -1.16, 0.51, 0.59, 0.71, -0.35, 0.46, 0.66, -0.20, 0.36, -0.20, -0.22, 1.14, -0.12, -0.76, -0.50, 1.02, -0.63, -0.28, 0.42, -0.20, -0.20, -0.20, -0.24, 0.06, -0.66, 0.07, -0.81, -0.20, -0.93, 1.21, -1.39, 0.65, -0.83, -0.97, -0.68, -0.46, 1.89, 0.49, 0.57, 0.36, 0.43, 0.65, 0.60, 0.68, 0.49, -0.45, -1.05, 0.61, -0.47, -0.62, -0.84, 0.66, -1.04, -1.13, -1.01, 0.55, -0.24, -1.12, -0.67, 0.41, 0.23, 0.27, 0.39, 0.32, -0.30, 0.38, -0.13, 0.25, 0.22, 0.24, 0.42, 0.27, 0.42, 0.25, 0.23, 0.18, 0.43, 0.27, 0.49, -0.64, 0.26, 0.23, 0.42, -0.02, 0.45, 0.24, -0.74, 1.23, -0.72, -0.71, -0.03, -0.50, -0.37, -0.74, -0.14, -0.05, 1.49, -1.15, -0.04, 0.49, -0.72, -0.89, 0.41, 0.49, 0.48, 0.20, 0.42, 0.36]
}



4.
{
  "formula": "C24H44BrCl2N4O2S",
  "method": "ωB97M-V/def2-TZVPD",
  "multiplicity": 3,
  "total_charge": 1,
  "homo_lumo_gap_ha": [0.2515, 0.2782],
  "e_tot_ev": -141568.9126,
  "homo_ha": [-0.3755, -0.4024],
  "elements": ["C", "C", "Cl", "C", "Cl", "N", "C", "N", "C", "S", "C", "Br", "H", "H", "H", "H", "H", "H", "H", "H", "C", "C", "C", "C", "C", "C", "N", "O", "C", "C", "C", "H", "H", "H", "H", "H", "H", "H", "H", "H", "H", "H", "H", "H", "H", "H", "H", "H", "H", "C", "C", "C", "C", "C", "C", "N", "O", "C", "C", "C", "H", "H", "H", "H", "H", "H", "H", "H", "H", "H", "H", "H", "H", "H", "H", "H", "H", "H"],
  "positions_angstrom": [[-0.15, -0.37, 4.09], [0.78, 0.73, 4.71], [-0.32, 1.93, 5.56], [1.88, 0.17, 5.71], [3.49, 0.38, 4.87], [1.62, -1.25, 5.96], [2.22, -2.28, 5.30], [1.73, -3.51, 5.74], [0.80, -3.16, 6.72], [-0.21, -4.35, 7.65], [0.69, -1.74, 6.92], [-0.44, -0.77, 8.12], [0.41, -1.23, 3.65], [-0.91, -0.74, 4.83], [-0.74, 0.13, 3.27], [1.25, 1.28, 3.86], [1.85, 0.79, 6.65], [3.00, -2.29, 4.51], [1.98, -4.45, 5.42], [-1.30, -4.52, 6.81], [-0.47, -2.51, -1.85], [0.32, -2.09, -0.59], [1.82, -1.96, -0.91], [2.53, -3.30, -1.08], [2.28, -4.19, 0.13], [0.79, -4.36, 0.45], [0.06, -3.06, 0.52], [0.38, -2.48, 1.66], [0.15, -5.28, -0.61], [0.65, -5.17, 1.76], [-0.20, -0.67, -0.27], [-1.01, -1.68, -2.30], [0.18, -2.92, -2.63], [-1.24, -3.25, -1.63], [2.33, -1.40, -0.12], [1.95, -1.37, -1.82], [2.20, -3.80, -1.99], [3.60, -3.13, -1.20], [2.74, -5.16, -0.04], [2.80, -3.75, 1.00], [-0.93, -5.36, -0.46], [0.56, -6.29, -0.55], [0.33, -4.95, -1.63], [1.18, -4.70, 2.60], [1.09, -6.16, 1.64], [-0.39, -5.30, 2.04], [-1.27, -0.70, -0.01], [-0.09, -0.02, -1.13], [0.33, -0.19, 0.55], [-0.71, 4.54, -5.50], [-1.71, 3.68, -4.69], [-2.95, 4.51, -4.32], [-2.69, 5.52, -3.21], [-2.08, 4.83, -1.99], [-0.82, 4.03, -2.34], [-1.03, 3.11, -3.50], [-1.74, 2.08, -3.07], [0.34, 5.01, -2.64], [-0.35, 3.28, -1.08], [-2.17, 2.59, -5.68], [-0.74, 4.31, -6.57], [-0.91, 5.61, -5.41], [0.32, 4.36, -5.21], [-3.76, 3.85, -4.00], [-3.33, 5.04, -5.20], [-2.05, 6.33, -3.56], [-3.64, 5.99, -2.92], [-1.85, 5.59, -1.23], [-2.83, 4.18, -1.54], [1.23, 4.47, -2.97], [0.61, 5.56, -1.74], [0.09, 5.76, -3.38], [-1.12, 2.62, -0.67], [-0.09, 3.98, -0.29], [0.53, 2.67, -1.29], [-1.33, 1.95, -5.98], [-2.57, 3.05, -6.59], [-2.96, 1.95, -5.28]],
  "mulliken_charge": [-1.03, 0.05, -0.16, -0.31, -0.16, 0.20, -0.17, 0.14, -0.03, -0.20, -0.03, 0.09, 0.07, 0.33, 0.46, 0.47, 0.50, 0.34, 0.28, 0.21, -1.77, 2.36, -1.38, -0.57, -1.16, 1.73, 0.08, -0.38, -1.82, -1.72, -2.18, 0.46, 0.33, 0.33, 0.35, 0.39, 0.30, 0.40, 0.40, 0.25, 0.38, 0.44, 0.37, 0.09, 0.45, 0.48, 0.54, 0.58, 0.19, -1.74, 1.95, -1.34, -0.49, -1.27, 1.90, 0.41, -0.58, -1.90, -2.03, -2.01, 0.48, 0.33, 0.33, 0.39, 0.36, 0.29, 0.39, 0.39, 0.36, 0.38, 0.44, 0.38, 0.37, 0.48, 0.46, 0.47, 0.48, 0.35]
}